42
Properties=species:S:1:pos:R:3:forces:R:3 method="wB97M-V/def2-TZVPD" homo_energy_ev=-8.4751
N -3.4001 2.5957 1.7761 0.0 0.0 0.3
C -2.7889 2.0344 0.7210 0.2 -0.4 1.1
N -1.9557 1.0563 0.7430 0.6 -0.4 -0.6
O -1.6810 0.5815 2.0495 -1.0 1.1 0.1
C -0.8299 -0.4506 2.1683 0.6 -0.6 0.3
O -0.4612 -0.7372 3.2827 -0.1 0.2 -0.3
C -0.3750 -1.1868 0.9686 0.3 -0.1 0.1
C 0.8546 -1.7871 1.0455 -0.7 0.5 0.4
N 1.3768 -2.5010 0.0418 -0.2 -0.2 -0.2
C 0.7067 -2.6951 -1.1796 0.0 0.0 0.0
O 1.2403 -3.3257 -2.0755 0.1 -0.1 -0.3
C -0.6059 -2.1080 -1.2345 -0.3 0.1 0.0
C -1.1299 -1.3846 -0.2167 0.2 -0.3 -0.3
H -2.1215 -0.9685 -0.2920 0.0 -0.1 -0.1
H -1.1574 -2.2821 -2.1453 0.0 0.0 -0.1
C 2.7096 -3.0700 0.1902 0.4 -0.2 -0.1
C 3.7494 -1.9812 0.2239 0.0 -0.1 0.1
C 3.9807 -1.2209 -0.9164 0.0 0.0 0.0
C 4.9087 -0.1962 -0.8949 0.0 0.0 -0.1
C 5.6150 0.0767 0.2653 0.1 0.0 0.1
C 5.3893 -0.6776 1.4033 0.1 0.1 0.1
C 4.4561 -1.7003 1.3844 0.0 -0.1 -0.1
H 4.2837 -2.2870 2.2758 0.0 -0.1 0.1
H 5.9379 -0.4686 2.3097 0.0 0.0 0.1
H 6.3413 0.8756 0.2814 0.1 0.1 0.0
H 5.0842 0.3892 -1.7852 0.0 0.0 -0.1
H 3.4318 -1.4423 -1.8200 -0.1 0.0 -0.1
H 2.8605 -3.7173 -0.6798 -0.1 0.1 0.3
H 2.7432 -3.6684 1.1041 0.0 0.0 -0.1
H 1.4524 -1.6865 1.9409 0.0 0.0 0.0
C -3.1244 2.5914 -0.6036 0.0 0.1 -0.7
N -4.0215 3.5747 -0.5994 0.1 -0.2 0.5
C -4.3693 4.1139 -1.7525 -0.1 0.2 -0.4
C -3.8474 3.7077 -2.9716 0.1 -0.1 0.1
C -2.9097 2.6852 -2.9758 -0.1 0.1 0.1
C -2.5364 2.1130 -1.7725 -0.1 0.1 0.2
H -1.8101 1.3198 -1.7123 0.1 -0.1 0.0
H -2.4763 2.3409 -3.9033 0.0 0.0 -0.1
H -4.1648 4.1788 -3.8885 0.0 0.1 -0.1
H -5.1019 4.9083 -1.6914 0.0 0.1 -0.1
H -3.1962 2.2764 2.7062 0.0 0.0 0.0
H -4.0252 3.3639 1.6023 0.0 0.0 0.0